[1]
Molecular formula: C54H41AgF15GeN3P2S2Te2
Method: DFT, ωB97M-V/def2-TZVPD

Geometry as ORCA input:
```
! wB97M-V def2-TZVPD RIJCOSX def2/J DEFGRID3
* xyz -2 1
Ag -0.102 1.959 1.047
C -4.289 -0.370 1.316
N -4.546 -1.562 0.522
C -3.598 -2.187 -0.395
P -1.893 -1.361 -0.495
C -1.022 -2.857 -1.099
C 0.137 -3.211 -0.411
C 0.886 -4.307 -0.805
C 0.483 -5.061 -1.899
C -0.681 -4.729 -2.579
C -1.435 -3.634 -2.177
C -2.275 -0.398 -2.026
C -1.555 -0.553 -3.211
C -1.815 0.244 -4.317
C -2.805 1.214 -4.264
C -3.547 1.367 -3.101
C -3.286 0.566 -1.998
C -5.790 -2.141 0.655
C -6.120 -3.330 -0.025
C -7.361 -3.921 0.130
C -8.330 -3.364 0.954
C -8.025 -2.185 1.616
C -6.788 -1.577 1.475
P -2.585 0.430 1.365
C -3.302 1.809 2.427
C -3.835 1.686 3.708
C -4.433 2.768 4.339
C -4.510 3.996 3.696
C -3.982 4.138 2.419
C -3.379 3.053 1.796
C -1.814 -0.619 2.665
C -2.128 -1.973 2.800
C -1.492 -2.758 3.752
C -0.529 -2.206 4.585
C -0.205 -0.864 4.460
C -0.843 -0.086 3.506
H -4.532 -0.584 2.363
H -4.957 0.444 1.003
H -4.036 -2.237 -1.398
H -3.408 -3.219 -0.077
H 0.470 -2.597 0.420
H 1.795 -4.554 -0.275
H 1.086 -5.898 -2.229
H -0.999 -5.316 -3.432
H -2.334 -3.371 -2.724
H -0.763 -1.288 -3.267
H -1.222 0.118 -5.214
H -2.993 1.847 -5.122
H -4.328 2.115 -3.048
H -3.888 0.697 -1.107
H -5.399 -3.798 -0.677
H -7.571 -4.839 -0.407
H -9.296 -3.837 1.074
H -8.764 -1.719 2.258
H -6.607 -0.653 2.004
H -3.783 0.730 4.220
H -4.835 2.654 5.338
H -4.973 4.841 4.190
H -4.050 5.090 1.906
H -2.967 3.154 0.796
H -2.870 -2.427 2.155
H -1.746 -3.807 3.833
H -0.024 -2.824 5.316
H 0.553 -0.423 5.095
H -0.571 0.957 3.399
C 0.764 3.894 -2.208
N 1.218 4.453 -0.946
C 2.351 4.096 -0.308
N 3.092 3.129 -0.824
S 2.815 4.898 1.121
H -0.182 4.364 -2.470
H 0.599 2.818 -2.115
H 1.486 4.069 -3.009
H 0.771 5.272 -0.577
H 2.776 2.530 -1.579
H 3.809 2.726 -0.240
F 5.445 -0.481 1.614
C 6.017 0.590 1.049
C 5.706 0.941 -0.258
C 6.367 2.066 -0.720
F 6.176 2.539 -1.964
C 7.261 2.800 0.047
F 7.872 3.892 -0.452
C 7.535 2.406 1.339
F 8.410 3.097 2.091
C 6.907 1.287 1.847
F 7.177 0.897 3.107
Ge 4.291 -0.360 -1.274
S 2.667 0.375 0.398
C 4.874 -2.876 -0.400
C 4.814 -3.641 -1.545
F 4.805 -3.056 -2.778
C 4.775 -5.027 -1.577
F 4.689 -5.723 -2.734
C 4.821 -5.721 -0.384
F 4.794 -7.071 -0.373
C 4.890 -5.011 0.800
F 4.943 -5.697 1.967
C 4.906 -3.625 0.755
F 4.970 -3.026 1.977
C 4.232 1.053 -3.599
C 5.397 0.546 -4.142
F 6.414 0.153 -3.316
C 5.650 0.373 -5.490
F 6.822 -0.127 -5.946
C 4.679 0.736 -6.404
F 4.902 0.612 -7.731
C 3.485 1.239 -5.933
F 2.529 1.605 -6.822
C 3.305 1.375 -4.565
F 2.080 1.907 -4.227
Te 0.693 0.363 -0.994
C -0.836 3.479 4.637
Te 0.651 3.774 3.079
C -0.277 5.650 2.673
H -0.432 3.886 5.564
H -1.079 2.431 4.787
H -1.744 4.013 4.367
H -1.229 5.489 2.173
H 0.401 6.234 2.060
H -0.444 6.148 3.627
*
```

Summary:
Highest occupied orbital energy (eV): -1.81
Relative energy (zero: lowest compared OMol25 entry of this formula, charge and spin) (kJ/mol): 254.27
Orbital gap (eV): 4.89

[2]
Molecular formula: C54H42AsBrCoF5N2PSSi
Method: DFT, ωB97M-V/def2-TZVPD

Geometry as ORCA input:
```
! wB97M-V def2-TZVPD RIJCOSX def2/J DEFGRID3
* xyz 0 2
Co -0.043 0.583 0.227
C -3.144 -2.608 2.559
Si -1.540 -1.680 2.066
C -1.110 -0.579 3.569
C -0.203 -3.052 2.105
N -1.535 -0.729 0.600
C -2.361 -0.967 -0.458
C -3.680 -1.460 -0.368
C -4.434 -1.756 -1.485
C -3.934 -1.576 -2.766
C -2.666 -1.040 -2.907
C -1.946 -0.726 -1.781
F -0.730 -0.110 -1.974
H -2.959 -3.166 3.473
H -3.446 -3.329 1.805
H -3.981 -1.945 2.755
H -1.104 -1.189 4.467
H -1.808 0.235 3.733
H -0.114 -0.171 3.456
H 0.008 -3.331 3.135
H 0.731 -2.723 1.649
H -0.538 -3.949 1.591
H -4.109 -1.595 0.607
H -5.433 -2.149 -1.358
H -4.522 -1.826 -3.634
H -2.218 -0.872 -3.875
F -1.077 3.483 7.537
C -0.928 3.318 6.221
C -1.885 3.798 5.332
F -2.940 4.481 5.787
C -1.738 3.584 3.966
F -2.670 4.126 3.171
C -0.652 2.891 3.431
P -0.410 2.459 1.642
C -2.089 2.730 0.983
C -3.116 1.910 1.453
C -4.392 2.024 0.939
C -4.660 2.939 -0.067
C -3.637 3.728 -0.563
C -2.358 3.627 -0.043
C 0.544 3.998 1.305
C 1.918 3.905 1.113
C 2.680 5.043 0.911
C 2.078 6.289 0.897
C 0.711 6.390 1.100
C -0.051 5.257 1.324
C 0.327 2.481 4.344
Br 1.914 1.695 3.712
C 0.197 2.678 5.708
F 1.155 2.264 6.541
H -2.923 1.189 2.232
H -5.178 1.394 1.329
H -5.660 3.036 -0.463
H -3.825 4.437 -1.356
H -1.570 4.251 -0.435
H 2.399 2.943 1.122
H 3.746 4.952 0.767
H 2.677 7.173 0.735
H 0.234 7.358 1.097
H -1.110 5.359 1.507
S 4.332 1.206 -0.369
C 4.172 -0.008 0.832
C 2.877 -0.345 1.083
C 1.938 0.381 0.309
C 2.583 1.255 -0.539
C 1.899 2.160 -1.408
C 2.545 3.043 -2.281
C 1.791 3.822 -3.128
C 0.408 3.675 -3.119
C -0.155 2.811 -2.197
N 0.556 2.103 -1.333
H 5.061 -0.411 1.280
H 2.599 -1.093 1.808
H 3.622 3.104 -2.277
H 2.267 4.524 -3.796
H -0.219 4.221 -3.806
H -1.228 2.680 -2.150
C 1.142 -1.561 -5.862
C 0.417 -2.638 -5.383
C 0.372 -2.899 -4.023
C 1.051 -2.081 -3.133
C 1.762 -0.991 -3.621
C 1.812 -0.732 -4.977
As 1.031 -2.317 -1.195
C 2.787 -3.153 -1.077
C 4.022 -2.558 -1.261
C 5.181 -3.305 -1.133
C 5.106 -4.650 -0.806
C 3.877 -5.256 -0.618
C 2.709 -4.518 -0.764
C 1.353 -5.048 -0.698
C 1.008 -6.356 -0.382
C -0.316 -6.749 -0.426
C -1.307 -5.844 -0.773
C -0.978 -4.528 -1.053
C 0.347 -4.126 -1.028
H 1.180 -1.362 -6.924
H -0.111 -3.280 -6.075
H -0.197 -3.745 -3.655
H 2.268 -0.336 -2.919
H 2.372 0.114 -5.351
H 4.084 -1.507 -1.513
H 6.144 -2.842 -1.289
H 6.011 -5.232 -0.702
H 3.828 -6.307 -0.369
H 1.770 -7.066 -0.097
H -0.580 -7.766 -0.177
H -2.339 -6.166 -0.811
H -1.753 -3.806 -1.282
*
```

Summary:
Highest occupied orbital energy (spin up / spin down) (eV): -7.19 / -7.18
Relative energy (zero: lowest compared OMol25 entry of this formula, charge and spin) (kJ/mol): 37.17
Orbital gap (spin up / spin down) (eV): 6.94 / 7.14

What is the relative energy (zero: lowest compared OMol25 entry of this formula, charge and spin) in the second record?
37.17 kJ/mol

Which of these has the lowest relative energy (zero: lowest compared OMol25 entry of this formula, charge and spin)?
C54H42AsBrCoF5N2PSSi